{"formula": "C5H6N2O2", "method": "the ωB97M-V functional and the def2-TZVPD basis", "gap_ev": [9.1, 9.1], "lumo_ev": [-0.2344, -0.2354], "total_charge": 0, "homo_energy_ev": [-9.29, -9.29], "e_tot_ev": -12350.1353, "e_above_lowest_kcal_mol": 172.6, "symbols": ["C", "C", "C", "C", "C", "N", "N", "O", "O", "H", "H", "H", "H", "H", "H"], "xyz": [[-0.75273, -2.22685, -3.04805], [-0.55820, -3.10661, -2.07476], [0.07276, -1.16843, -1.43387], [0.59649, 0.45789, 0.12652], [0.27153, 1.35609, 2.22511], [-0.31117, -1.00652, -2.63659], [-0.24940, 0.53026, 1.13789], [-1.32290, -0.02736, 1.34396], [0.04298, -2.44332, -1.01262], [-1.22064, -2.41641, -4.08940], [-0.62187, -4.12092, -1.79894], [1.57291, 0.85315, 0.00413], [-0.05121, 2.41867, 2.14991], [-0.19005, 0.92935, 3.08678], [1.29235, 1.48350, 2.09034]], "forces_ev_per_a": [[-1.255, -1.098, -3.008], [1.035, -0.214, 1.622], [1.008, 2.201, 2.377], [-3.084, -3.901, -2.073], [-1.856, 2.197, -0.270], [-0.109, 1.998, 0.277], [2.839, 0.317, -1.923], [-1.070, -0.569, -0.313], [-0.454, 0.929, 0.236], [1.003, 0.484, 2.095], [-0.499, -1.038, -0.590], [0.407, 0.302, 0.181], [-0.590, -0.771, -0.174], [0.549, -0.277, 0.913], [2.074, -0.561, 0.651]]}